Record 1
Formula: C19H58N16O15PZn2
Source: the Open Molecules 2025 dataset
Level of theory: wB97M-V/def2-TZVPD

```
111
Properties=species:S:1:pos:R:3:forces:R:3:mulliken_charge:R:1
Zn -0.6616 2.3627 -1.3843 0.3 2.0 -0.7 0.47
Zn 0.6605 -1.9420 0.9296 -0.3 -0.1 2.2 0.28
P 0.0760 0.0634 -0.5078 0.4 2.2 0.2 0.98
O 1.3673 -0.7652 -0.4546 1.1 1.7 -1.8 0.51
O -0.8153 -0.7699 0.3766 -2.4 0.2 -0.1 -0.31
O -0.4801 0.4964 -1.8818 0.5 -2.6 0.1 0.54
O 0.2474 1.5101 0.0871 0.8 -1.6 1.4 1.29
C 0.4652 0.3062 3.3698 1.5 -0.6 -0.9 0.25
O 0.7727 -0.6020 2.5990 0.5 -1.8 0.6 -0.21
N 0.9249 0.4273 4.6123 0.0 -0.6 0.8 -0.42
N -0.1997 1.3062 2.8720 -1.8 2.2 0.0 -0.06
H 1.6576 -0.2319 4.8332 -0.1 0.5 0.6 0.25
H 0.7537 1.3150 5.0626 0.6 -0.5 0.4 0.18
H -0.1681 1.2751 1.8630 -0.4 0.7 -0.5 -0.79
H -0.1862 2.1802 3.3781 -0.3 0.0 -0.4 0.31
C 1.1731 -1.7452 -4.1147 -0.1 -0.5 -2.6 0.27
O 1.4635 -2.2811 -5.1603 0.5 -0.8 -1.4 -0.78
N 1.9459 -1.6518 -3.0882 3.3 -0.3 3.1 -0.03
N 0.0463 -1.1401 -3.8884 -4.3 1.0 -1.1 0.08
H 1.5726 -1.1285 -2.3092 1.1 -0.3 0.3 -0.77
H 2.9219 -1.8285 -3.2789 -0.1 0.1 0.6 0.24
H -0.1831 -0.6344 -3.0447 0.1 0.2 -0.3 -0.54
H -0.5648 -1.0695 -4.6895 0.0 -0.1 0.3 0.23
C 3.8806 0.7618 1.5615 1.2 0.9 1.0 0.25
O 4.8263 1.1842 2.1978 1.2 -0.3 0.4 -0.79
N 2.7490 1.3966 1.5209 -3.6 3.3 0.4 0.31
N 3.7783 -0.3382 0.8602 1.9 -2.7 -0.9 -0.10
H 2.0030 1.1638 0.8811 0.1 0.0 0.1 -0.70
H 2.7271 2.3238 1.9208 0.2 -0.3 -0.1 0.11
H 2.9344 -0.4892 0.3263 0.2 -0.5 -0.3 -0.29
H 4.6139 -0.9051 0.8823 -0.4 -0.2 -0.5 0.19
C 2.3751 2.7986 -2.4596 -0.9 -3.2 0.5 0.58
O 1.1664 3.0193 -2.2995 0.8 0.6 -0.2 -0.74
N 2.9696 1.6055 -2.2943 -0.8 -2.5 1.3 -0.15
N 3.2765 3.5864 -2.9307 1.2 4.5 -1.7 -0.41
H 3.9685 1.4745 -2.3659 -0.4 0.0 0.1 0.24
H 2.4279 0.8266 -1.9481 0.2 0.1 0.1 0.05
H 2.9034 4.3996 -3.3994 0.7 0.2 0.1 0.30
H 4.2209 3.2675 -3.0935 -0.4 0.4 -0.2 0.15
C -3.8454 -1.0588 -1.5601 -5.8 -1.2 -1.6 0.12
O -4.9666 -1.3546 -2.0008 -0.3 -0.5 1.1 -0.82
N -2.9968 -0.5797 -2.3771 3.4 1.6 -3.7 -0.01
N -3.4407 -1.0528 -0.3406 0.7 -0.1 4.5 0.20
H -2.0322 -0.4863 -2.0929 0.2 0.4 -0.8 -0.11
H -3.3334 -0.6480 -3.3269 0.7 0.1 -0.1 0.23
H -4.0284 -1.2247 0.4625 -0.2 0.1 -0.7 0.18
H -2.5164 -0.6714 -0.1974 0.1 -0.1 0.7 -0.51
C -1.6085 -3.2017 2.5229 -0.5 2.0 -1.7 0.41
O -0.5339 -3.2889 2.0051 3.7 -1.1 -0.1 -0.51
N -2.0207 -3.6304 3.6430 -0.6 -3.6 5.9 -0.41
N -2.5453 -2.4749 1.9922 -3.0 2.0 -2.2 -0.24
H -1.4758 -4.2315 4.2445 0.0 0.0 -0.3 0.26
H -2.9989 -3.5558 3.8830 0.4 0.0 0.2 0.14
H -3.4798 -2.7010 2.3014 0.0 0.7 -0.6 0.25
H -2.3699 -1.9311 1.1594 0.0 -0.5 0.2 0.06
C 0.1041 4.6431 0.4205 -1.3 -1.7 -0.2 0.46
O -0.6722 4.2321 -0.4620 0.1 0.5 -0.8 -0.58
N 0.9623 3.8479 1.0010 2.1 -1.7 1.4 0.03
N 0.0088 5.8441 0.9005 -0.9 4.1 0.9 -0.44
H 1.3869 4.0033 1.9042 -0.1 0.7 -0.4 0.34
H 0.9777 2.8771 0.7229 -0.3 -0.1 -0.4 -0.43
H -0.6701 6.4718 0.4940 0.0 -0.3 -0.1 0.28
H 0.3297 6.1638 1.8032 0.4 -0.5 -0.3 0.17
C -6.5333 3.2207 0.5188 1.5 -0.1 0.5 -0.78
O -5.0886 3.3554 0.6495 -0.8 1.0 -0.7 -0.41
C -4.3791 2.1446 0.8017 -1.0 1.2 1.1 -1.09
C -2.9018 2.3601 0.5214 -0.9 -0.8 -0.5 0.06
N -2.6567 2.2124 -0.9470 -0.1 0.9 2.4 -0.13
C -3.1562 3.3634 -1.6782 -1.0 0.1 -1.6 -0.62
C -2.7790 3.0914 -3.1211 0.1 -0.1 -0.7 -0.93
O -1.3728 2.8278 -3.2426 -0.6 2.1 1.9 0.06
C -0.9109 2.5848 -4.5152 -0.2 -1.0 -1.2 -0.81
H -6.9074 2.8217 1.4617 -0.3 -0.1 -0.1 0.33
H -6.7689 2.5544 -0.3110 -0.1 -0.1 0.0 0.34
H -6.9474 4.2133 0.3419 0.2 -0.1 0.0 0.24
H -4.9002 1.4027 0.1966 0.5 -0.5 -0.3 0.34
H -4.5059 1.8658 1.8478 0.1 -0.5 0.3 0.64
H -2.4138 1.5735 1.0969 0.5 -0.1 -0.4 -0.54
H -2.5253 3.3251 0.8604 -0.3 0.0 0.0 0.68
H -3.2119 1.4061 -1.1954 0.2 -0.3 -0.6 0.01
H -2.8335 4.3446 -1.3300 0.5 -0.5 0.3 0.42
H -4.2454 3.4042 -1.6850 -0.2 0.0 0.2 0.48
H -3.1025 3.8853 -3.7943 0.3 0.3 0.0 0.56
H -3.3040 2.1952 -3.4516 -0.1 -0.3 -0.1 0.37
H -1.3774 1.6161 -4.6938 0.3 -0.2 -1.3 0.29
H 0.1742 2.5188 -4.5945 -0.1 -0.1 0.6 0.15
H -1.2157 3.3550 -5.2237 -0.3 0.0 -0.1 0.27
C 5.7008 -5.1907 3.0234 1.2 0.1 1.1 -0.79
O 4.4232 -4.7238 2.7899 -1.7 0.3 -0.2 -0.30
C 4.3042 -3.2927 2.7903 -0.4 -1.3 -0.1 -0.98
C 2.8399 -2.8578 2.6524 1.5 0.4 0.9 -0.44
N 2.3203 -2.9619 1.3017 0.1 -0.8 -0.3 0.54
C 1.9382 -4.3428 0.8853 -0.1 -0.2 1.3 -1.03
C 1.1666 -4.3534 -0.4347 1.6 0.5 1.1 -0.84
O 0.2486 -3.2960 -0.4197 -1.0 -1.3 -2.1 0.49
C -0.7139 -3.3827 -1.4649 -1.3 0.4 -0.5 -1.43
H 5.8543 -6.2602 2.8795 -0.7 0.0 -0.5 0.25
H 5.9092 -5.0423 4.0829 0.5 0.2 0.2 0.31
H 6.4503 -4.6619 2.4346 0.1 0.1 -0.1 0.32
H 4.9637 -3.0052 1.9715 -0.2 0.8 -0.3 0.33
H 4.6611 -2.7716 3.6786 0.4 -0.5 0.4 0.55
H 2.8987 -1.8153 2.9649 -0.3 0.3 -0.6 -0.15
H 2.2071 -3.2820 3.4319 -0.1 -0.6 -0.4 0.55
H 3.1392 -2.7877 0.7367 -0.2 0.7 -0.4 0.48
H 1.3279 -4.7288 1.7017 0.2 -0.3 -0.1 0.38
H 2.9039 -4.8415 0.8031 -0.5 -0.9 -0.1 0.65
H 0.6333 -5.2969 -0.5513 0.5 -0.1 -0.5 0.43
H 1.9811 -4.0801 -1.1055 -0.5 -0.7 -1.2 0.32
H -0.3708 -3.4885 -2.4941 1.0 0.3 0.2 0.33
H -1.3427 -2.4934 -1.4231 0.3 0.0 0.1 0.75
H -1.4249 -4.2057 -1.3916 0.2 -0.4 0.8 0.36
```
Positions in Å, forces in eV/Å.

As for the total charge: +1. The total energy comes out at -6663.66883 a.u. The HOMO-LUMO gap comes out at 0.32405 hartree. The energy above the lowest of the compared OMol25 structures with the same formula, charge and spin comes out at 103.91 kcal per mole.

=====

Record 2
Formula: C31H38Br4Cl2O5
Source: the Open Molecules 2025 dataset
Level of theory: wB97M-V/def2-TZVPD

```
80
Properties=species:S:1:pos:R:3:forces:R:3:mulliken_charge:R:1
C 4.2856 5.5481 3.2136 0.1 -0.5 -0.5 -0.22
C 3.9622 4.5672 2.5498 0.3 -1.6 1.4 -1.12
C 3.6848 3.0685 2.2397 -0.6 -1.1 -0.5 0.86
C 2.3470 2.4487 2.6136 1.7 -0.7 -0.6 0.83
C 1.3030 3.4290 3.3016 -0.3 -0.3 -0.3 -1.09
O 1.6160 3.6437 4.6994 -0.4 0.4 -0.5 -0.32
C 0.7693 4.6542 5.2553 -0.7 1.1 0.4 -0.69
C 2.0483 0.9789 2.3566 2.1 0.7 -0.2 0.00
C 0.6419 0.4069 2.7638 -0.3 0.9 -0.1 -1.30
C -0.4572 0.5004 1.5886 0.4 -1.6 0.4 -0.08
C -0.1914 -0.6281 0.4706 -0.4 1.7 0.2 -1.02
Br -0.4431 2.2484 0.6427 -0.2 -0.5 0.3 -0.16
C 3.1190 0.1173 1.7310 0.6 2.8 0.1 0.38
C 4.4404 0.7753 1.3422 -1.5 0.4 0.7 0.41
C 4.7371 2.2279 1.5807 -1.3 -1.0 0.3 0.46
C 6.1257 2.8360 1.1428 -0.4 -0.6 1.6 -0.69
Br 6.2336 3.3925 -0.7625 -0.1 -0.5 1.6 -0.11
C 7.2000 2.9530 1.9840 -0.1 0.6 -1.5 0.58
C 8.5962 3.5190 1.5276 0.1 -0.4 0.5 -1.14
Br 7.0879 2.3605 3.8748 0.0 0.5 -1.8 -0.14
C 5.5115 -0.1790 0.6981 0.3 -0.2 -0.2 0.17
O 6.7194 -0.0697 0.8107 -1.9 0.2 -0.1 -0.49
C 4.9444 -1.4072 -0.1222 -1.6 -0.1 0.7 0.33
Br 6.0208 -2.0285 -1.6408 -0.8 0.6 1.6 -0.08
C 3.7423 -2.0142 0.2324 1.7 0.6 -1.6 0.50
C 3.3035 -3.2462 -0.6257 -0.2 -1.2 1.1 -0.97
Cl 2.6350 -2.9636 -2.2825 0.6 0.2 1.7 -0.15
C 3.4412 -4.5394 -0.1694 0.0 1.3 -0.1 0.50
C 4.0041 -4.9309 1.2447 -0.8 -0.8 0.0 -0.90
Cl 2.9458 -5.8944 -1.2549 0.6 1.1 1.2 -0.21
C 2.9306 -1.4213 1.4419 0.2 -0.3 -0.1 0.46
O 2.2346 -2.1795 2.1031 0.8 1.5 -0.9 -0.59
H 4.6571 6.4174 3.8223 -0.8 -1.4 -1.2 0.36
H 1.3097 4.4211 2.7327 0.0 -1.3 0.7 0.47
H 0.2436 3.0100 3.2829 1.4 0.5 -0.4 0.42
H 1.1104 5.7156 4.9903 -0.2 -1.4 0.2 0.25
H -0.3129 4.5871 4.9062 1.2 -0.2 0.2 0.29
H 0.7340 4.6005 6.3909 0.4 -0.3 -1.5 0.25
H 0.2882 1.0034 3.6685 0.4 -0.8 -1.2 0.43
H 0.6677 -0.6764 3.0761 0.3 1.2 -0.5 0.40
H -1.4938 0.3971 2.0494 1.4 0.2 -0.7 0.48
H 0.7603 -0.2976 -0.0570 -1.0 -0.8 0.6 0.32
H -0.1282 -1.6619 0.9153 -0.1 1.2 -0.5 0.23
H -1.0381 -0.5225 -0.2699 1.0 -0.5 0.8 0.33
H 9.1134 4.0860 2.3615 -0.8 -0.7 -0.9 0.34
H 9.2748 2.6448 1.2671 -0.9 1.0 0.3 0.27
H 8.5253 4.1934 0.6249 -0.2 -0.8 1.1 0.36
H 3.5786 -4.2756 2.0745 0.7 -0.6 -1.3 0.17
H 5.1338 -4.9967 1.2928 -1.3 0.3 -0.3 0.25
H 3.6183 -5.9790 1.4730 0.5 1.3 -0.3 0.37
C -5.8007 -2.5711 -1.2628 -0.1 -0.2 0.0 -1.00
C -4.3372 -2.2016 -1.4288 -0.1 0.0 0.0 -0.25
O -3.5142 -2.6577 -0.3648 0.1 0.1 0.2 -0.41
C -3.4451 -4.0630 -0.1783 0.1 0.0 0.0 -0.31
C -2.8654 -4.8032 -1.3711 -0.1 0.0 -0.2 -1.06
H -6.1664 -2.2687 -0.2783 0.1 0.1 -0.1 0.29
H -6.4060 -2.0847 -2.0311 0.1 0.0 0.0 0.27
H -5.9526 -3.6494 -1.3507 0.0 0.0 -0.1 0.32
H -4.2503 -1.1122 -1.4372 0.2 -0.1 0.1 0.23
H -3.9483 -2.5523 -2.3906 -0.1 0.0 0.0 0.33
H -4.4282 -4.4618 0.0931 0.0 0.0 -0.1 0.30
H -2.7950 -4.2251 0.6852 -0.1 0.2 0.0 0.35
H -3.5361 -4.7603 -2.2327 0.0 -0.1 0.0 0.26
H -2.7044 -5.8554 -1.1261 0.0 0.1 0.0 0.40
H -1.9140 -4.3604 -1.6753 0.0 0.0 0.1 0.28
C -8.0660 1.6188 -4.0204 0.0 0.0 -0.2 -1.23
C -6.8440 0.8342 -3.5747 -0.1 0.0 0.0 -0.18
O -6.6612 -0.3799 -4.2872 0.0 -0.2 0.1 -0.41
C -6.4453 -0.2645 -5.6856 0.1 0.0 0.0 -0.30
C -5.1870 0.5080 -6.0410 0.0 0.2 0.1 -1.04
H -8.9543 0.9827 -4.0193 0.1 0.0 0.1 0.33
H -8.2372 2.4684 -3.3560 0.0 -0.1 0.0 0.40
H -7.9433 2.0071 -5.0341 0.0 0.1 0.1 0.27
H -6.9702 0.5566 -2.5251 0.1 -0.2 -0.1 0.33
H -5.9391 1.4489 -3.6276 0.0 0.1 -0.1 0.31
H -7.3245 0.1685 -6.1741 0.0 0.1 0.0 0.30
H -6.3500 -1.2847 -6.0652 -0.1 0.0 0.2 0.32
H -5.2781 1.5643 -5.7768 0.0 0.0 -0.1 0.26
H -4.9928 0.4485 -7.1142 0.0 0.0 0.1 0.39
H -4.3241 0.1098 -5.5020 -0.1 -0.1 -0.1 0.25
```
Positions in Å, forces in eV/Å.

The SMILES is C#Cc1c(COC)c(C[C@H](C)Br)c2c(c1/C(Br)=C(/C)Br)C(=O)C(Br)=C(/C(Cl)=C(\C)Cl)C2=O.CCOCC.CCOCC. As for the total charge: 0. The total energy comes out at -12796.37293 a.u. The HOMO-LUMO gap comes out at 0.28260 hartree.

=====

Record 3
Formula: C13H25F7N3NiO2
Source: the Open Molecules 2025 dataset
Level of theory: wB97M-V/def2-TZVPD

```
51
Properties=species:S:1:pos:R:3:forces:R:3:mulliken_spin:R:1
Ni 9.6527 7.0868 6.2441 -0.6 1.1 0.8 1.78
C 7.0759 10.0938 5.3938 0.4 0.1 0.2 0.00
C 8.5158 9.9684 4.8285 0.1 -0.8 -0.3 0.00
N 9.5797 9.3586 5.7113 -1.1 1.8 -0.5 0.02
C 9.8288 10.2182 6.9051 1.3 -0.4 0.3 0.01
C 9.6719 9.4772 8.2825 0.0 0.0 0.0 0.00
N 9.0015 8.1801 8.1778 -1.3 -0.1 -0.1 0.04
C 7.4903 8.1948 8.4531 1.3 -0.9 0.2 -0.01
C 6.6617 9.1951 7.6469 -0.9 0.1 -0.1 0.00
N 6.6283 9.0026 6.2066 0.5 -0.7 -0.2 0.00
H 6.4089 10.1980 4.5300 0.1 0.1 -0.2 0.00
H 6.9385 11.0157 5.9737 0.2 0.1 -0.1 0.00
H 8.8721 10.9501 4.4785 -0.2 0.0 0.0 0.00
H 8.4483 9.3034 3.9375 0.2 0.3 0.5 0.00
H 10.4044 9.4237 5.1012 -0.2 -0.5 0.7 0.00
H 9.2650 11.1608 6.9506 -0.2 -0.4 -0.5 0.00
H 10.8998 10.5266 6.8739 -0.7 -0.1 -0.1 0.00
H 9.1264 10.1483 8.9601 0.0 0.0 0.1 0.00
H 10.6807 9.3698 8.7235 -0.5 -0.3 -0.3 0.00
H 9.4048 7.4495 8.7763 0.0 0.4 -0.5 0.00
H 7.3864 8.3871 9.5458 -0.3 0.1 -0.5 0.00
H 7.1336 7.1442 8.2573 0.4 1.0 0.1 0.00
H 6.9697 10.2416 7.8810 -0.1 -0.6 0.0 0.00
H 5.5782 9.0913 7.9616 1.1 0.2 0.5 0.00
H 7.0539 8.0806 5.8845 -0.3 0.6 0.6 0.00
F 10.0761 5.7338 7.4732 0.2 -0.7 0.6 0.05
C 13.0271 6.1885 6.7973 -0.6 -0.7 0.4 0.00
C 12.6633 7.0844 5.5913 -1.7 1.3 1.0 -0.01
O 11.2838 7.3696 5.4078 3.6 -0.5 -0.3 0.06
C 13.1597 6.4161 4.3046 0.1 -0.4 -0.3 0.00
F 13.1115 7.2856 3.2417 0.4 -1.3 0.9 0.00
F 14.4494 5.8873 4.4207 -1.4 1.0 -0.6 0.00
F 12.3531 5.3491 4.0410 0.9 1.0 -0.2 0.00
C 13.2873 8.5225 5.8585 -0.3 -0.1 -0.8 0.00
F 12.8032 9.4363 4.9292 1.0 -0.8 1.5 0.00
F 14.6729 8.5338 5.7674 -1.7 0.4 0.4 0.00
F 12.9051 8.9936 7.1140 0.9 -0.5 -1.9 0.00
H 12.4010 5.2738 6.7311 0.4 0.5 0.0 0.00
H 12.7026 6.6568 7.7395 0.1 0.0 -0.5 0.00
H 14.0941 5.9054 6.8978 -0.5 0.4 -0.4 0.00
C 6.1050 5.4820 4.8225 -1.1 -0.2 1.0 0.01
C 7.3368 5.4662 5.7293 -0.5 0.4 -0.2 -0.01
C 8.2436 4.3349 5.3178 -0.1 -1.1 -1.3 0.00
O 7.8996 6.7242 5.6338 0.2 0.0 -0.5 0.06
H 5.5052 4.5524 4.8616 0.3 0.2 0.0 0.00
H 6.3745 5.7001 3.8091 0.4 0.0 -0.7 0.00
H 5.4448 6.3031 5.1361 0.1 -0.1 0.0 0.00
H 7.0228 5.3318 6.7765 -0.2 -0.5 0.1 0.00
H 8.5383 4.4372 4.2403 -0.2 0.1 0.8 0.00
H 7.7092 3.3657 5.3880 0.0 0.4 0.0 0.00
H 9.1341 4.2094 5.9008 0.5 0.4 0.5 0.00
```
Positions in Å, forces in eV/Å.

As for the spin multiplicity: 3. As for the total charge: -1. The total energy comes out at -3032.56080 a.u. The HOMO-LUMO gap (alpha / beta) comes out at 0.29351 / 0.29003 hartree.

=====

Which value of total energy does entry 1 give?
-6663.66883 a.u.